The following is a quantum chemistry calculation of a cluster of 5 separate species, CH14N3O4 in total at a distorted geometry, from the Open Molecules 2025 dataset.

## Properties
energy relative to the best compared isomer or geometry (same formula, charge and spin)	203.9	kcal/mol
total charge	+1
F_max	1.798	eV/Å
HOMO-LUMO gap	4.578	eV

Last column: natural (NBO) charge in e.
Cartesian coordinates (Å):
N  -0.195  1.555  2.036  -0.609
C  -0.275  1.283  0.635  0.155
N  -1.425  0.582  0.330  -0.595
N  1.005  0.725  0.259  -0.484
H  -0.329  2.266  0.114  0.349
H  0.540  1.009  2.483  0.427
H  -1.419  -0.417  0.543  0.453
H  -1.963  0.870  -0.480  0.433
H  1.730  1.449  0.238  0.416
H  1.046  0.207  -0.632  0.461
H  0.552  1.668  -3.294  0.497
H  0.370  0.210  -2.525  0.504
O  0.534  1.194  -2.462  -1.023
H  -0.236  -1.762  -1.222  0.500
H  0.616  -1.634  -2.648  0.484
O  -0.077  -1.227  -2.109  -1.013
H  -1.082  -2.914  0.091  0.487
H  0.451  -1.767  1.254  0.513
O  -0.603  -2.074  0.051  -0.991
H  0.716  -1.545  2.824  0.482
H  -1.044  1.743  2.570  0.431
O  1.087  -1.420  1.944  -0.878

Force components x, y, z for each atom (eV/Å):
N -0.046 -1.032 -0.526
C 0.038 -0.374 1.758
N 0.254 0.375 -0.847
N 0.057 0.837 -1.023
H 0.182 0.209 -0.242
H -0.230 0.095 0.339
H -0.198 -1.066 0.496
H 0.221 -0.150 -0.162
H -0.005 -0.256 0.034
H -0.287 -0.190 0.209
H 0.037 -0.327 -0.293
H -0.413 0.722 -0.372
O 0.080 0.295 0.877
H -0.103 0.324 -0.353
H -0.267 -0.406 0.189
O 0.758 -0.108 -0.580
H -0.092 0.204 0.181
H -0.133 -0.175 0.188
O -0.213 0.156 0.654
H -0.170 -0.142 -0.010
H 0.284 0.294 -0.309
O 0.248 0.717 -0.210